{
  "formula": "C4H8O2",
  "method": "ωB97M-V with the def2-TZVPD basis set",
  "species": ["C", "O", "C", "C", "C", "O", "H", "H", "H", "H", "H", "H", "H", "H"],
  "positions_angstrom": [[-1.773, -0.833, -0.012], [0.353, 0.572, -0.845], [0.799, 1.372, 0.267], [1.451, 0.144, 0.915], [0.626, -0.620, -0.125], [-0.502, -1.181, 0.494], [-2.041, -1.410, -0.907], [-1.833, 0.231, -0.259], [-2.478, -1.061, 0.790], [-0.054, 1.781, 0.825], [1.452, 2.186, -0.059], [1.195, -0.083, 1.951], [2.530, 0.094, 0.759], [1.116, -1.366, -0.766]],
  "atomic_forces_ev_per_a": [[-0.31, 0.03, -0.08], [-0.09, 0.05, -0.11], [0.08, 0.33, 0.15], [0.12, -0.02, 0.10], [0.23, -0.17, -0.07], [0.02, -0.04, 0.15], [0.08, 0.02, 0.09], [-0.03, -0.15, 0.05], [0.02, 0.00, -0.17], [0.15, -0.04, -0.07], [-0.07, -0.12, 0.05], [0.05, 0.04, -0.15], [-0.14, -0.01, -0.01], [-0.12, 0.07, 0.09]],
  "gap_ev": 10.8159,
  "de_lowest_kcal_mol": 52.2,
  "e_tot_ha": -307.629222
}